1.
The following is a quantum chemistry calculation of a single C23H31N3O5 molecule, from the Open Molecules 2025 dataset.

## Properties
Structure (SMILES): CC(C)[C@H](NC(=O)[C@H]1CC(=O)N(c2ccc3c(c2)OCCO3)C1)C(=O)NC1CCCC1
ΔE to the lowest compared entry with this formula, charge and spin, eV: 0.831
E_tot, a.u.: -1435.570669
Kohn-Sham gap, eV: 8.402

The geometry in ORCA input format:
```
! wB97M-V def2-TZVPD RIJCOSX def2/J DEFGRID3
* xyz 0 1
H 5.69322 1.45612 -1.10688
H -8.72183 -0.31942 0.30377
H -4.86715 -0.86329 0.49743
C -6.98305 0.35846 -0.82087
C -2.49344 0.02903 0.44444
C -3.99613 0.99442 2.27118
H 1.27328 1.94517 0.61099
H 6.71420 -2.68526 1.34720
C 7.50038 -1.07237 0.21311
H 1.17198 2.10916 -1.14675
H 10.67866 -1.22937 -0.27487
C 5.16332 -1.34544 0.72074
C -7.66085 -0.54470 0.21227
H -1.73360 2.68800 0.27481
N 3.52553 0.23818 -0.10667
H 10.17234 1.05008 -1.27942
H -8.35029 -2.44500 -0.61178
O 3.78837 2.47368 -0.59784
H -7.66269 0.56780 -1.64655
H -4.02246 1.71921 3.08159
C 7.20298 0.11307 -0.46467
C -0.05597 -0.26010 0.42116
C 1.57901 1.50183 -0.34039
C 1.19190 0.02294 -0.41217
C 3.10274 1.50266 -0.38059
C 9.47789 0.55873 -0.59637
C 9.67319 -0.95711 -0.59948
H -1.21158 0.54379 -1.10033
H 4.38991 -1.91360 1.20969
H 1.01204 -0.27095 -1.44940
C -2.67751 2.53474 0.79137
C 6.46913 -1.78266 0.81087
C -5.81483 -0.48297 -1.34178
O 8.78071 -1.56399 0.30688
H -4.05144 0.00010 2.71037
H 2.61894 -1.63984 -0.33850
H -6.93999 -1.97575 -2.39794
C 4.85730 -0.18319 0.01127
H 9.63120 0.93923 0.42311
C -2.70777 1.16944 1.47263
C 5.88856 0.54122 -0.57546
H -4.86950 1.16297 1.64521
H -5.42103 -0.11672 -2.29219
H -5.65474 -2.65626 -1.40224
H -1.86292 1.09971 2.16607
H -6.65239 1.30700 -0.40029
H -2.79426 3.32333 1.53096
O 8.18062 0.88243 -1.04144
H -2.54218 -0.93075 0.97343
C 2.43051 -0.68012 0.14730
C -6.42181 -1.88454 -1.44412
H 9.49618 -1.34039 -1.61429
C -3.50846 0.06797 -0.70065
H -3.48225 2.62083 0.06432
O -3.21997 0.54477 -1.78238
H -7.02334 -2.60477 0.52441
N -4.70348 -0.46755 -0.41374
H -7.21045 -0.39614 1.19492
H 2.28850 -0.84560 1.22304
O -0.02299 -0.76901 1.52361
N -1.19105 0.14579 -0.16903
C -7.42121 -1.98505 -0.27905
*
```

=====

2.
The following is a quantum chemistry calculation of 8 unconnected molecules or ions with the total composition C37H83ClN2O23PS7, from the Open Molecules 2025 dataset.

## Properties
E_tot, a.u.: -6887.641254
Kohn-Sham gap, eV: 6.463

The geometry in ORCA input format:
```
! wB97M-V def2-TZVPD RIJCOSX def2/J DEFGRID3
* xyz 1 1
H 10.42528 -5.05493 1.74439
C 9.72773 -2.93126 -3.49094
H -5.25227 -1.43798 -0.87211
H -7.04680 2.53425 1.77497
O -3.01826 1.62465 -0.87269
H 1.96794 -1.70438 8.01715
H 7.98453 0.86539 5.09427
H 9.98329 -5.30309 5.88562
H -0.88175 0.41022 4.85693
H -6.36094 -4.46430 -4.90194
H 11.13729 -3.41003 1.58411
H 7.85384 -0.18662 6.52705
C 0.91778 -0.60164 4.19832
C -6.77872 -6.33950 -8.68548
S -11.89533 2.61668 2.39505
H -12.28175 8.64313 -2.41522
C -10.00222 5.70293 0.31505
O -0.57360 -0.89868 7.05316
H -6.30803 -7.22953 -9.10934
H 10.08643 -4.06186 0.29444
H 3.98808 -0.16603 -2.32217
O 9.90119 -1.77800 5.94434
O 12.78364 -3.98503 -0.65123
H 9.90032 2.47151 -2.54705
C 9.62529 -0.52449 5.33419
C 10.91081 -2.23580 -2.84268
O -2.99430 -1.28184 -5.47478
H -3.24925 -0.55252 -0.43740
H -7.78634 -6.57592 -8.34074
C 15.46228 -5.11420 0.61607
C -0.41513 1.42770 -0.49674
H 4.55666 2.99454 -0.98506
O 8.57378 -0.00973 -3.05592
C 10.28119 -4.30002 6.19940
H -10.25757 2.96273 5.56404
O -5.98935 -6.75679 -6.21827
C -3.55322 0.52075 -0.06068
H 14.78894 -6.07123 2.40797
O -12.32914 2.50992 3.96178
C -6.32860 -3.76981 -5.74822
H -9.63432 1.98572 4.23848
C -13.20346 3.68994 1.86103
H 9.77741 -4.01203 -3.33444
H 1.59028 3.59720 0.06489
C -11.33790 8.87495 -2.91682
H 10.23983 0.22418 5.84523
H -6.67960 -0.23643 -1.48976
H 0.57658 1.39081 4.96568
C -4.99773 -3.04304 -5.81282
H -9.81965 1.25671 5.83677
H 11.35246 -4.16172 6.04683
C -5.77010 2.17218 -0.17683
H -3.05366 0.63404 1.01734
H -0.17619 1.07663 3.38098
H -4.96613 2.93332 0.26917
H 10.01014 -4.14416 7.24525
C 10.56419 1.67706 -2.89559
C 10.83003 -4.31350 1.05411
O -4.48261 -5.46742 -7.79101
C -10.26866 1.95849 5.12901
H 10.63264 1.70384 -3.98470
O 9.94478 -3.16562 3.85754
O 11.89558 -6.32191 -0.25555
C -5.98320 2.50063 -1.77003
N -0.64998 0.40556 -3.54900
C -10.48222 7.63127 -3.07383
H -3.48680 1.75253 -3.87223
H 5.84518 1.23148 -1.07557
H -6.79544 -5.54056 -9.42909
O -11.97360 7.33423 -0.21899
H 7.51981 -0.83016 4.92256
H 1.98227 4.72168 -1.40513
H 11.54870 1.78286 -2.43777
S 9.85838 0.12620 -2.40066
O -0.30528 -2.98362 5.64346
C 3.93943 -0.18430 -1.14782
C -11.68535 1.54151 4.77874
C 8.16351 -0.14237 5.47823
H 14.21995 -6.86332 0.94048
H -10.58460 5.20920 1.09634
H 0.81540 -3.02371 8.36850
C -1.70012 1.23803 -1.48133
C 2.47339 4.04944 -0.55716
Cl -0.43069 2.00747 1.26932
S 9.39740 -3.13424 5.19533
C 3.41610 2.84722 -1.20172
H -9.58057 7.88989 -3.63905
C 5.44482 0.24253 -0.56118
C 1.39778 -2.52998 7.58720
O -11.70528 5.24929 -1.62870
H 16.41493 -5.65030 0.60785
H -14.15523 3.16484 1.95297
C -7.17444 2.48325 0.61286
H -4.83561 -2.44606 -4.91151
H -5.07214 3.19411 -2.10663
H 15.15272 -4.96832 -0.42271
H 8.78282 -2.57638 -3.06978
H -10.82342 9.62372 -2.30648
H 15.61358 -4.12102 1.05032
O 10.00657 -0.01510 -0.96945
O -10.05570 7.12710 -1.81542
H -6.94902 3.17547 -1.93009
C -6.00196 -0.55466 -0.59047
H -11.00802 6.85691 -3.64257
O 7.98201 -3.30818 5.44922
O -6.61465 -4.44716 -6.96439
S 12.23924 -5.00219 0.22457
H -4.16695 -3.74912 -5.89908
S -5.79990 -5.81729 -7.30074
H -4.95697 -2.38808 -6.68874
H -5.36470 0.50508 1.32463
C 0.06210 0.64204 4.35534
C 0.63178 0.55194 -2.83054
H -9.43206 6.52853 0.74500
H 1.59262 0.27470 -3.48728
O -12.06961 1.32561 1.76811
O 13.20794 -5.14557 1.52660
H -7.58748 3.51371 0.21388
H -7.12658 -3.03590 -5.59343
H 3.17940 2.84093 -2.36214
H 3.67924 -1.24668 -0.69782
C 14.41375 -5.88627 1.39587
H -9.34350 4.98348 -0.17332
O 1.34430 -1.10582 5.45673
C 0.99518 1.02025 -1.30808
H 2.05650 -3.24944 7.09883
H -11.57619 9.30954 -3.89117
H -11.70214 0.55747 4.29818
C -5.20460 0.66929 0.15364
H 6.22894 -0.61625 -0.70273
H -2.26296 0.67330 -5.97625
O -10.65000 3.35097 2.30558
H -3.92676 0.01500 -3.06747
P 2.73016 1.15488 -0.52236
O 10.93180 -0.84735 -3.14510
C -3.12069 0.64119 -3.64063
H 9.93232 -0.53023 4.28288
H 5.37382 0.46571 0.60871
H 9.69962 -2.72557 -4.56554
H 0.39198 -1.37600 3.62958
H -6.73850 -1.03491 0.21652
H -7.94328 1.66381 0.28572
S -11.14138 6.35085 -0.88111
N -1.78193 0.74450 -2.88319
H -5.94910 1.56802 -2.47861
C -2.76617 -0.00018 -5.13858
H 11.83643 -2.66556 -3.24001
H -12.26955 1.45950 5.70141
H -13.01643 3.94878 0.81634
H 1.81943 -0.34302 3.63310
H 3.06565 4.77520 0.15849
H 10.92038 -2.39576 -1.75922
H -13.19277 4.59357 2.47332
S 0.25862 -1.88206 6.39105
*
```

=====

3.
The following is a quantum chemistry calculation of a molecular structure, CH2O6P2, from the Open Molecules 2025 dataset.

## Properties
ΔE to the lowest compared entry with this formula, charge and spin, eV: 3.782
E_tot, a.u.: -1173.520138
Kohn-Sham gap (spin up / spin down), eV: 7.009 / 7.005

The geometry in ORCA input format:
```
! wB97M-V def2-TZVPD RIJCOSX def2/J DEFGRID3
* xyz -2 1
C -0.58772 -0.48344 -0.05929
O 0.40340 2.05703 -1.28792
O 1.81288 -1.19602 -1.55586
H -1.89536 -0.06442 1.27217
O -1.24514 -0.72932 1.04451
O -0.60914 1.96052 1.05768
O 1.58058 -2.10571 0.80630
P 1.32600 -1.05228 -0.17793
O 1.47694 0.43247 0.40476
P 0.02938 1.28997 -0.08925
H -2.29179 -0.10880 -1.41517
*
```

=====

4.
The following is a quantum chemistry calculation of 2 unconnected molecules or ions with the total composition C4H11NO3, from the Open Molecules 2025 dataset.

## Properties
Structure (SMILES): CN(C=O)CCO.O
ΔE to the lowest compared entry with this formula, charge and spin, eV: 2.792
E_tot, a.u.: -439.423322
Kohn-Sham gap, eV: 10.151

The geometry in ORCA input format:
```
! wB97M-V def2-TZVPD RIJCOSX def2/J DEFGRID3
* xyz 0 1
C -0.94133 -0.71260 -0.51782
C 0.89401 -0.68255 1.12346
H 1.01385 -1.02527 2.16825
H -1.14900 1.80115 -1.75295
H -3.03052 0.13295 -0.39380
H -2.39765 -1.25479 1.51975
C -1.32054 -1.65423 1.70947
H -1.38822 -1.58891 -0.95674
O 1.76525 -0.27420 0.39373
H 5.02228 3.32094 -1.54299
H 5.39240 1.72505 -1.54143
H -0.92073 -1.75151 2.70873
N -0.40885 -0.75534 0.81133
O -2.00689 1.33047 -1.65527
H -0.10224 -0.32417 -1.17568
H -1.42398 -2.54206 1.05313
O 4.81649 2.42874 -1.81565
H -1.82389 1.30440 0.32647
C -1.99045 0.52193 -0.46198
*
```

=====

5.
The following is a quantum chemistry calculation of a molecular structure, C4H14LuO14P4S4, from the Open Molecules 2025 dataset.

## Properties
E_tot, a.u.: -5408.617983
Kohn-Sham gap, eV: 5.105

The geometry in ORCA input format:
```
! wB97M-V def2-TZVPD RIJCOSX def2/J DEFGRID3
* xyz -1 1
O 1.19275 0.32148 -2.80575
H 2.03861 -2.18674 -0.18947
H 4.63740 -0.21128 -2.74099
C -2.51173 0.36996 2.62150
O 2.73583 1.96383 -1.39914
C 3.05815 -0.95412 -1.29347
P -2.81340 -1.01341 1.31996
O 0.21165 1.03906 2.40570
H -2.76950 -0.64288 4.51447
O 2.11794 -2.02046 -3.70708
H -0.15680 -2.19151 -2.20351
P -1.21008 1.54689 1.83288
C -2.01924 -0.01058 3.97787
O -3.66638 1.20124 2.66610
Lu -0.73708 0.06208 -1.11009
O -3.36031 -2.14591 2.10656
H -4.68280 -0.80945 0.10781
S -2.51693 -1.39593 -2.67658
O -1.30217 1.73517 0.33396
P 2.64616 0.61173 -0.50922
H -4.28346 0.99493 1.92044
H 5.02973 -0.62860 -1.09986
O 3.78248 0.88574 0.55993
O 0.52783 -1.74235 -1.64424
O 1.25264 0.54341 0.13923
S -1.80547 2.18154 -2.65638
H 2.06603 1.94470 -2.14860
C 4.38230 -0.97986 -1.92725
H 4.60571 -2.05472 -2.19171
O -1.38189 2.87046 2.68100
H -2.34361 3.10732 2.91309
S -1.81366 1.53916 -4.45242
H 3.62634 0.27996 1.31359
H 0.82959 0.69582 1.63159
O -3.82876 -0.35963 0.22437
O -1.47810 -1.08982 0.51279
P 1.74528 -1.10782 -2.63213
S -1.90028 -0.55990 -4.48431
H -1.80596 0.83838 4.59482
O 2.98845 -2.02437 -0.38180
H -1.08728 -0.60352 3.87633
*
```

=====

| no. | largest force on an atom (hartree/bohr) |
| --- | --- |
| 1 | 0.0118 |
| 2 | 0.1781 |
| 3 | 0.0506 |
| 4 | 0.0963 |
| 5 | 0.0726 |